1.
# C33H40BrCl5N7O2Pt

C33H40BrCl5N7O2Pt as an isolated structure (ωB97M-V/def2-TZVPD, the OMol25 dataset).

Summary:
- E_tot: -185273.18170 eV
- Charge: +3
- ΔE to the lowest compared entry with this formula, charge and spin: 0.0 kcal per mole
- LUMO: -0.410 Eh

Each line ends with the Löwdin charge.
Atoms and positions in Å:
1 Pt -0.85 0.79 0.37  1.154
2 Cl 8.49 -0.13 3.12  0.967
3 C 7.37 0.19 1.95  -0.594
4 C 5.96 0.12 2.32  -0.694
5 Cl 5.55 -0.29 3.91  0.804
6 C 5.03 0.38 1.38  -0.576
7 Cl 3.37 0.33 1.69  0.860
8 C 5.43 0.76 -0.02  -0.377
9 O 4.61 1.04 -0.84  0.149
10 C 6.91 0.79 -0.33  -0.571
11 Cl 7.32 1.17 -1.90  0.953
12 C 7.83 0.51 0.63  -0.704
13 Cl 9.49 0.55 0.30  0.822
14 C 1.68 3.26 0.04  -0.050
15 N 0.66 3.90 0.82  -0.091
16 C 0.57 5.36 0.86  -0.079
17 C -0.27 5.62 2.12  -0.076
18 N -0.75 4.28 2.48  -0.057
19 C -1.66 4.15 3.60  -0.006
20 C -0.12 3.33 1.77  -0.352
21 N -0.23 2.00 1.88  -0.096
22 C -0.76 1.35 3.07  -0.225
23 C -0.22 -0.07 3.09  -0.201
24 N -0.38 -0.66 1.74  -0.078
25 C -0.09 -1.93 1.51  -0.345
26 N 0.27 -2.39 0.27  -0.093
27 C 1.03 -1.68 -0.73  -0.048
28 C 0.55 -3.83 0.32  -0.089
29 C 0.15 -4.24 1.73  -0.089
30 N -0.16 -2.96 2.38  -0.059
31 C -0.78 -3.01 3.70  -0.011
32 H 1.70 3.70 -0.96  0.099
33 H 1.47 2.20 -0.05  0.039
34 H 2.66 3.39 0.50  0.092
35 H 0.09 5.74 -0.05  0.129
36 H 1.57 5.80 0.93  0.133
37 H -1.12 6.27 1.91  0.133
38 H 0.31 6.06 2.93  0.137
39 H -2.08 5.14 3.80  0.104
40 H -1.16 3.82 4.51  0.096
41 H -2.49 3.48 3.37  0.092
42 H -1.86 1.32 3.06  0.113
43 H -0.44 1.84 3.99  0.120
44 H -0.72 -0.63 3.87  0.094
45 H 0.84 -0.02 3.33  0.107
46 H 0.70 -0.65 -0.85  0.034
47 H 0.91 -2.19 -1.68  0.103
48 H 2.10 -1.67 -0.47  0.086
49 H 1.62 -3.99 0.15  0.130
50 H 0.00 -4.36 -0.46  0.129
51 H 0.94 -4.76 2.27  0.134
52 H -0.74 -4.87 1.74  0.128
53 H -0.80 -4.05 4.00  0.103
54 H -1.81 -2.64 3.67  0.108
55 H -0.20 -2.46 4.44  0.090
56 Br -4.26 5.24 -0.79  0.852
57 C -2.85 4.14 -1.36  -0.667
58 C -2.23 4.34 -2.58  -0.060
59 C -1.18 3.50 -2.93  -0.011
60 C -0.79 2.50 -2.05  -0.127
61 N -1.41 2.31 -0.87  -0.120
62 C -2.43 3.11 -0.54  -0.160
63 H -2.55 5.13 -3.24  0.126
64 H -0.67 3.61 -3.87  0.128
65 H 0.02 1.83 -2.28  0.113
66 H -2.91 2.92 0.41  0.112
67 C -2.82 -5.30 -5.28  -0.017
68 C -2.63 -4.33 -4.16  -0.210
69 C -3.05 -4.63 -2.86  0.018
70 C -2.89 -3.73 -1.83  -0.181
71 C -3.44 -4.11 -0.47  -0.023
72 C -2.27 -2.48 -2.09  -0.108
73 C -2.15 -1.57 -1.00  -0.152
74 O -1.75 -0.39 -1.07  -0.191
75 C -1.83 -2.16 -3.40  -0.168
76 C -1.19 -0.85 -3.76  -0.026
77 C -2.02 -3.09 -4.40  0.016
78 H -3.31 -6.21 -4.94  0.088
79 H -1.86 -5.56 -5.73  0.100
80 H -3.43 -4.85 -6.06  0.102
81 H -3.52 -5.58 -2.67  0.129
82 H -3.72 -5.16 -0.46  0.092
83 H -4.34 -3.54 -0.24  0.105
84 H -2.73 -3.95 0.34  0.062
85 H -2.50 -1.92 -0.02  0.122
86 H -0.35 -0.62 -3.11  0.060
87 H -1.90 -0.03 -3.65  0.093
88 H -0.85 -0.88 -4.79  0.091
89 H -1.70 -2.86 -5.41  0.132

***

2.
# C6H10O

C6H10O as an isolated structure at a distorted geometry (ωB97M-V/def2-TZVPD, the OMol25 dataset).

Summary:
- E_tot: -8428.72581 eV
- Charge: 0
- ΔE to the lowest compared entry with this formula, charge and spin: 58.0 kcal per mole
- LUMO: 0.031 Eh

Each line ends with the Löwdin charge.
Atoms and positions in Å:
1 C -2.05 0.47 0.47  -0.053
2 C -0.69 0.02 0.00  -0.282
3 C -0.06 0.67 -1.01  -0.076
4 C 1.43 0.79 -0.94  -0.228
5 C 1.70 -0.60 -0.43  -0.074
6 C 0.15 -1.01 0.63  -0.205
7 O -0.14 -1.28 2.00  -0.033
8 H -1.95 1.28 1.22  0.088
9 H -2.67 -0.31 0.91  0.077
10 H -2.57 0.92 -0.38  0.079
11 H -0.62 1.04 -1.86  0.106
12 H 1.74 1.57 -0.22  0.115
13 H 1.85 1.10 -1.92  0.111
14 H 1.75 -1.26 -1.33  0.102
15 H 2.53 -0.79 0.23  0.071
16 H 0.15 -2.00 0.20  0.117
17 H -0.55 -0.52 2.44  0.085

***

3.
# C5H10N2O2S

The molecule C5H10N2O2S at a distorted geometry (ωB97M-V/def2-TZVPD, the OMol25 dataset).

Summary:
- E_tot: -23250.24679 eV
- Spin multiplicity: 3
- Charge: 0
- ΔE to the lowest compared entry with this formula, charge and spin: 45.0 kcal per mole
- LUMO (spin up / spin down): 0.025 / -0.089 Eh

Each line ends with the Löwdin spin population.
Atoms and positions in Å:
1 C 0.93 0.46 0.37  0.624
2 C 2.05 1.23 0.16  0.777
3 C -1.15 -0.95 -1.00  0.003
4 C -1.33 0.37 -1.55  0.017
5 C -1.96 -2.04 -0.90  0.001
6 N 0.07 0.74 1.44  0.291
7 N 0.62 1.42 2.51  0.042
8 O 1.42 -1.56 -1.46  0.004
9 O 0.68 -2.15 0.80  0.044
10 S 0.59 -1.22 -0.35  0.061
11 H 2.73 1.14 -0.67  0.047
12 H 2.28 2.00 0.88  0.052
13 H -0.83 0.44 -2.53  0.000
14 H -0.80 1.10 -0.96  0.009
15 H -2.47 0.61 -1.68  0.002
16 H -1.64 -3.02 -0.35  0.000
17 H -2.98 -2.05 -1.19  0.000
18 H -0.32 -0.13 1.72  0.012
19 H 0.50 2.39 2.24  0.006
20 H 1.60 1.21 2.53  0.008

***

4.
# C31H44N4OP2Ru

C31H44N4OP2Ru as an isolated structure at a distorted geometry (ωB97M-V/def2-TZVPD, the OMol25 dataset).

Summary:
- E_tot: -61997.00792 eV
- Spin multiplicity: 5
- Charge: +2
- ΔE to the lowest compared entry with this formula, charge and spin: 221.7 kcal per mole
- LUMO (spin up / spin down): -0.271 / -0.351 Eh

Each line ends with the Löwdin spin population.
Atoms and positions in Å:
1 Ru -2.01 3.19 0.13  2.061
2 C -2.25 -1.11 -1.81  0.044
3 C -2.56 0.18 -2.01  0.004
4 C -3.91 0.57 -1.58  0.005
5 C -4.04 1.34 -0.24  0.048
6 C -3.29 0.88 1.06  -0.003
7 C -3.19 -0.49 1.36  0.008
8 C -3.68 -1.49 0.35  0.002
9 C -2.60 -2.01 -0.65  0.005
10 C -1.11 3.16 1.91  -0.086
11 H -1.74 -1.53 -2.64  0.001
12 H -1.79 0.96 -2.25  -0.002
13 H -4.56 -0.34 -1.52  0.004
14 H -4.37 1.19 -2.36  -0.001
15 H -3.71 2.48 -0.38  0.010
16 H -5.13 1.33 0.03  0.004
17 H -3.81 1.35 1.93  0.001
18 H -2.28 -0.76 1.96  0.000
19 H -4.49 -1.04 -0.27  0.000
20 H -4.16 -2.32 0.90  0.000
21 H -1.73 -2.37 -0.06  0.002
22 H -3.00 -2.96 -1.08  0.001
23 H -0.01 3.41 1.83  0.000
24 H -1.14 2.24 2.55  -0.001
25 H -1.81 3.99 2.26  0.002
26 P -4.04 3.75 1.76  0.020
27 P -4.53 3.88 -2.35  0.001
28 N -5.30 2.91 2.92  0.045
29 N -4.39 5.24 2.62  0.006
30 N -6.47 3.63 -2.41  0.002
31 N -4.43 5.10 -3.61  0.000
32 C -5.19 3.97 0.31  0.002
33 C -4.36 4.75 -0.68  0.044
34 C -4.99 2.47 4.21  0.331
35 C -6.14 2.06 4.86  0.099
36 C -7.22 2.26 3.94  0.139
37 C -6.68 2.81 2.78  0.339
38 C -3.47 5.93 3.43  0.016
39 C -4.10 7.05 3.96  0.001
40 C -5.46 7.05 3.47  0.011
41 C -5.61 5.92 2.66  0.007
42 C -6.84 2.68 -3.40  0.001
43 C -8.18 2.41 -3.37  0.000
44 C -8.66 3.09 -2.16  0.001
45 C -7.58 3.74 -1.50  0.000
46 C -5.27 5.34 -4.73  0.000
47 C -5.25 6.72 -4.95  0.000
48 C -4.26 7.32 -4.07  0.000
49 C -3.73 6.29 -3.32  0.000
50 H -6.17 4.38 0.57  0.000
51 H -5.55 2.98 -0.04  0.001
52 H -4.56 5.87 -0.67  0.002
53 H -3.25 4.58 -0.35  0.013
54 H -3.95 2.41 4.50  0.012
55 H -6.14 1.67 5.89  0.001
56 H -8.29 2.02 4.07  0.002
57 H -7.17 3.17 1.87  0.011
58 H -2.49 5.51 3.57  0.001
59 H -3.64 7.80 4.61  0.000
60 H -6.22 7.80 3.67  0.000
61 H -6.48 5.56 2.15  0.000
62 H -6.09 2.27 -4.06  0.000
63 H -8.69 1.77 -4.13  0.000
64 H -9.71 3.03 -1.82  0.000
65 H -7.56 4.28 -0.51  0.000
66 H -5.70 4.50 -5.33  0.000
67 H -5.90 7.30 -5.59  0.000
68 H -4.00 8.38 -3.95  0.000
69 H -2.88 6.21 -2.67  0.000
70 C 1.11 -0.22 -0.93  0.021
71 C 0.63 0.77 0.15  0.039
72 C 0.18 -0.25 1.19  0.001
73 C 1.83 1.56 0.61  0.034
74 O -0.49 1.63 -0.29  0.684
75 H 1.62 -1.04 -0.36  0.002
76 H 1.85 0.23 -1.62  0.000
77 H 0.28 -0.61 -1.56  0.000
78 H 0.94 -1.03 1.46  0.000
79 H -0.12 0.23 2.13  0.000
80 H -0.69 -0.81 0.85  0.000
81 H 2.04 2.36 -0.07  0.000
82 H 1.70 2.00 1.59  0.000
83 H 2.74 0.97 0.63  0.004

***

5.
# C29H42Br2CoO2Se

C29H42Br2CoO2Se as an isolated structure at a distorted geometry (ωB97M-V/def2-TZVPD, the OMol25 dataset).

Summary:
- E_tot: -277907.49390 eV
- Spin multiplicity: 2
- Charge: 0
- ΔE to the lowest compared entry with this formula, charge and spin: 24.7 kcal per mole
- LUMO (spin up / spin down): -0.030 / -0.018 Eh

Each line ends with the Löwdin spin population.
Atoms and positions in Å:
1 Co -0.50 0.43 0.01  0.912
2 C 5.08 4.36 2.22  0.000
3 C 4.46 3.58 3.38  0.001
4 C 5.44 2.51 3.88  0.000
5 C 4.22 4.57 4.52  0.000
6 C 3.18 2.90 2.91  0.006
7 C 3.21 1.99 1.86  -0.002
8 C 2.05 1.36 1.46  0.006
9 Se 2.13 0.05 0.02  -0.032
10 C 2.09 1.22 -1.54  0.007
11 C 3.27 1.75 -2.02  -0.002
12 C 3.25 2.55 -3.16  0.007
13 C 2.01 2.80 -3.73  -0.002
14 C 0.81 2.27 -3.29  0.005
15 C 0.83 1.41 -2.17  0.001
16 O -0.21 0.77 -1.71  0.041
17 C -0.46 2.67 -4.04  0.001
18 C -1.74 2.05 -3.49  0.000
19 C -0.35 2.23 -5.51  0.000
20 C -0.61 4.20 -3.96  0.000
21 C 4.49 3.14 -3.81  0.001
22 C 4.39 4.67 -3.77  0.000
23 C 4.57 2.67 -5.27  0.000
24 C 5.79 2.74 -3.10  0.000
25 C 0.81 1.55 2.10  0.001
26 O -0.24 0.87 1.71  0.040
27 C 0.78 2.47 3.18  0.005
28 C 1.95 3.11 3.54  -0.001
29 C -0.54 2.75 3.88  0.001
30 C -1.15 1.45 4.41  0.001
31 C -0.40 3.71 5.07  0.000
32 C -1.48 3.40 2.85  0.000
33 H 5.98 4.87 2.56  0.000
34 H 4.39 5.11 1.85  0.000
35 H 5.35 3.71 1.39  0.000
36 H 6.35 2.99 4.23  0.000
37 H 5.71 1.82 3.08  0.000
38 H 5.01 1.94 4.70  0.000
39 H 5.16 5.02 4.80  0.000
40 H 3.81 4.07 5.40  0.000
41 H 3.54 5.36 4.22  0.000
42 H 4.12 1.76 1.33  -0.001
43 H 4.18 1.51 -1.50  -0.001
44 H 1.98 3.44 -4.60  0.000
45 H -1.68 0.97 -3.46  0.000
46 H -2.58 2.33 -4.12  0.000
47 H -1.94 2.42 -2.48  0.000
48 H -0.30 1.15 -5.57  0.000
49 H 0.54 2.64 -5.99  0.000
50 H -1.22 2.57 -6.06  0.000
51 H -0.59 4.52 -2.92  0.000
52 H -1.56 4.50 -4.39  0.000
53 H 0.19 4.71 -4.48  0.000
54 H 3.52 5.03 -4.31  0.000
55 H 5.27 5.12 -4.22  0.000
56 H 4.32 5.02 -2.74  0.000
57 H 3.72 3.02 -5.85  0.000
58 H 4.60 1.59 -5.32  0.000
59 H 5.48 3.06 -5.73  0.000
60 H 5.81 3.11 -2.08  0.000
61 H 6.63 3.17 -3.64  0.000
62 H 5.91 1.65 -3.09  0.000
63 H 1.92 3.80 4.36  0.000
64 H -0.49 1.03 5.17  0.000
65 H -1.27 0.72 3.62  0.000
66 H -2.12 1.65 4.86  0.000
67 H 0.29 3.31 5.80  0.000
68 H -1.38 3.81 5.55  0.000
69 H -0.08 4.70 4.75  0.000
70 H -1.71 2.71 2.05  0.000
71 H -1.01 4.28 2.41  0.000
72 H -2.41 3.72 3.32  0.000
73 Br -2.21 -1.60 0.02  0.007
74 C -3.75 -0.35 0.00  -0.002
75 Br -3.21 1.52 -0.05  -0.003
76 H -4.32 -0.51 0.91  0.000
77 H -4.34 -0.56 -0.89  0.000

***

6.
# C42H83BN3O24P

A 8-piece molecular cluster, C42H83BN3O24P overall at a distorted geometry (ωB97M-V/def2-TZVPD, the OMol25 dataset).

Summary:
- E_tot: -108471.91464 eV
- Charge: 0
- ΔE to the lowest compared entry with this formula, charge and spin: 61.0 kcal per mole
- LUMO: 0.003 Eh

Each line ends with the Löwdin charge.
Atoms and positions in Å:
1 C -7.68 3.91 -0.79  0.035
2 C -7.17 2.92 -1.57  -0.163
3 C -7.12 2.93 -3.08  -0.448
4 P -8.12 1.40 -3.54  0.779
5 N -9.38 1.31 -2.59  -0.291
6 N -8.01 4.01 -3.58  0.093
7 C -7.33 4.67 -4.59  -0.462
8 O -7.78 5.12 -5.60  0.129
9 C -5.84 4.65 -4.10  -0.133
10 C -5.94 5.66 -2.94  -0.109
11 C -4.90 6.19 -2.31  0.043
12 B -4.98 5.26 -5.29  -0.621
13 O -4.76 4.58 -6.47  0.189
14 O -4.41 6.53 -5.24  -0.011
15 C -5.34 7.49 -5.78  -0.033
16 C -5.71 3.14 -3.74  -0.301
17 C -5.40 2.17 -4.87  -0.203
18 N -6.31 2.29 -6.03  0.041
19 C -4.57 3.01 -2.71  -0.134
20 C -4.25 1.57 -2.22  -0.185
21 C -2.81 1.18 -2.64  -0.191
22 C -1.81 1.89 -1.66  -0.189
23 C -1.01 0.85 -0.82  -0.177
24 C -0.87 1.35 0.65  -0.193
25 C 0.63 1.46 1.08  -0.198
26 C 0.73 1.17 2.58  -0.206
27 C 1.98 1.82 3.25  -0.214
28 C 1.64 2.65 4.51  -0.257
29 C 2.75 2.38 5.56  -0.119
30 H -8.75 4.12 -0.82  0.070
31 H -7.01 4.45 -0.12  0.067
32 H -6.79 2.01 -1.08  0.110
33 H -7.27 0.25 -3.42  0.010
34 H -8.55 1.55 -4.87  0.019
35 H -10.22 1.35 -3.15  -0.043
36 H -8.97 3.74 -3.75  0.118
37 H -6.92 6.00 -2.64  0.113
38 H -4.02 5.61 -2.08  0.067
39 H -4.92 7.22 -1.99  0.074
40 H -4.60 5.25 -7.15  0.123
41 H -5.36 7.40 -6.87  0.095
42 H -6.33 7.33 -5.35  0.087
43 H -5.00 8.49 -5.51  0.096
44 H -4.37 2.34 -5.19  0.124
45 H -5.43 1.13 -4.55  0.096
46 H -6.89 1.46 -6.08  0.037
47 H -5.75 2.31 -6.87  0.076
48 H -3.67 3.40 -3.21  0.120
49 H -4.73 3.62 -1.83  0.100
50 H -4.99 0.82 -2.52  0.087
51 H -4.25 1.58 -1.13  0.107
52 H -2.60 1.60 -3.63  0.091
53 H -2.65 0.11 -2.68  0.101
54 H -1.10 2.51 -2.22  0.103
55 H -2.38 2.57 -1.04  0.092
56 H -1.60 -0.06 -0.81  0.099
57 H -0.04 0.64 -1.26  0.089
58 H -1.28 2.35 0.79  0.100
59 H -1.41 0.67 1.32  0.103
60 H 0.92 2.49 0.87  0.108
61 H 1.22 0.75 0.49  0.099
62 H -0.16 1.56 3.08  0.096
63 H 0.79 0.09 2.73  0.111
64 H 2.63 1.01 3.57  0.095
65 H 2.55 2.43 2.54  0.105
66 H 1.62 3.71 4.27  0.099
67 H 0.66 2.35 4.89  0.093
68 H 3.70 2.42 5.02  0.067
69 H 2.77 3.12 6.36  0.063
70 H 2.60 1.37 5.93  0.071
71 C -10.16 6.42 -4.10  -0.037
72 O -10.74 6.91 -2.88  0.012
73 C -12.05 7.13 -2.94  -0.619
74 O -12.75 6.96 -3.90  0.124
75 O -12.45 7.57 -1.74  0.002
76 C -13.85 7.85 -1.66  -0.044
77 H -9.10 6.29 -3.93  0.059
78 H -10.60 5.47 -4.38  0.100
79 H -10.30 7.15 -4.89  0.107
80 H -14.43 6.95 -1.84  0.097
81 H -14.13 8.63 -2.36  0.097
82 H -14.04 8.20 -0.65  0.092
83 C 4.03 -3.42 -0.23  -0.034
84 O 3.13 -2.38 -0.63  -0.017
85 C 2.92 -2.32 -1.95  -0.631
86 O 3.41 -3.05 -2.77  0.126
87 O 2.07 -1.32 -2.19  -0.013
88 C 1.75 -1.14 -3.57  -0.032
89 H 4.12 -3.38 0.85  0.101
90 H 3.64 -4.40 -0.51  0.084
91 H 5.01 -3.27 -0.67  0.102
92 H 1.26 -2.03 -3.97  0.100
93 H 2.64 -0.90 -4.14  0.100
94 H 1.06 -0.30 -3.62  0.088
95 C 4.63 -6.84 -2.02  -0.034
96 O 4.93 -7.06 -0.64  -0.004
97 C 5.22 -8.32 -0.33  -0.620
98 O 5.26 -9.25 -1.09  0.125
99 O 5.47 -8.38 0.98  0.003
100 C 5.81 -9.68 1.46  -0.035
101 H 4.41 -5.78 -2.14  0.072
102 H 5.49 -7.09 -2.64  0.101
103 H 3.76 -7.42 -2.32  0.101
104 H 6.72 -10.05 0.98  0.099
105 H 4.99 -10.38 1.30  0.097
106 H 5.99 -9.60 2.53  0.089
107 C 4.96 -12.70 6.12  -0.042
108 O 5.90 -12.11 7.03  0.003
109 C 6.83 -11.35 6.44  -0.621
110 O 6.93 -11.14 5.26  0.117
111 O 7.62 -10.86 7.39  0.002
112 C 8.68 -10.03 6.91  -0.033
113 H 4.27 -13.28 6.72  0.093
114 H 4.41 -11.93 5.58  0.097
115 H 5.47 -13.36 5.42  0.097
116 H 8.27 -9.15 6.41  0.099
117 H 9.34 -10.58 6.25  0.098
118 H 9.25 -9.70 7.78  0.090
119 C 8.96 1.31 1.35  -0.042
120 O 7.66 1.60 0.85  0.003
121 C 7.11 0.61 0.14  -0.618
122 O 7.62 -0.46 -0.09  0.124
123 O 5.91 1.01 -0.28  0.013
124 C 5.21 0.04 -1.05  -0.028
125 H 9.29 2.19 1.91  0.092
126 H 8.93 0.46 2.03  0.097
127 H 9.66 1.12 0.54  0.097
128 H 5.03 -0.86 -0.47  0.079
129 H 5.76 -0.20 -1.96  0.108
130 H 4.25 0.47 -1.33  0.097
131 C 2.73 6.41 -2.51  -0.040
132 O 1.47 6.73 -3.09  0.005
133 C 0.95 5.77 -3.86  -0.620
134 O 1.46 4.70 -4.08  0.118
135 O -0.22 6.20 -4.33  0.013
136 C -0.88 5.26 -5.17  -0.028
137 H 3.04 7.26 -1.92  0.093
138 H 2.65 5.54 -1.86  0.096
139 H 3.48 6.23 -3.28  0.098
140 H -1.11 4.35 -4.62  0.090
141 H -0.28 5.04 -6.05  0.101
142 H -1.82 5.72 -5.50  0.083
143 C 8.17 -10.08 11.71  -0.038
144 O 9.10 -9.49 12.62  0.006
145 C 10.03 -8.73 12.03  -0.621
146 O 10.13 -8.52 10.85  0.116
147 O 10.83 -8.24 12.98  0.005
148 C 11.89 -7.41 12.49  -0.042
149 H 7.47 -10.66 12.31  0.093
150 H 7.62 -9.31 11.18  0.098
151 H 8.68 -10.74 11.01  0.097
152 H 11.48 -6.54 11.98  0.097
153 H 12.54 -7.97 11.82  0.097
154 H 12.46 -7.08 13.36  0.093

***

- What is the charge in the sixth record?
  0

***

- What is the formula in the fifth record?
  C29H42Br2CoO2Se